# 1
Computed, not measured: the molecule C6H5BrOS, with ωB97M-V/def2-TZVPD.

```
14
Properties=species:S:1:pos:R:3
Br 3.563 -0.921 0.105
O 3.314 0.702 0.594
S 1.984 1.681 -0.534
C 0.563 0.719 -0.197
C -0.393 1.080 0.768
C -1.603 0.396 0.821
C -1.818 -0.782 0.099
C -0.786 -1.215 -0.727
C 0.327 -0.346 -1.000
H -0.385 2.066 1.440
H -2.334 0.773 1.475
H -2.766 -1.412 0.246
H -0.741 -2.128 -1.322
H 1.074 -0.614 -1.769
```

Output
Gap between HOMO and LUMO ... 8.112 eV
LUMO energy ... -1.2 eV
HOMO ... -9.3 eV
Net charge ... 0
Relative energy (zero: lowest compared OMol25 entry of this formula, charge and spin) ... 74.7 kcal per mole

=====

# 2
Computed, not measured: a 5-piece molecular cluster, C26H61N4O13S4 overall, with ωB97M-V/def2-TZVPD.

```
108
Properties=species:S:1:pos:R:3
C -0.206 4.731 -0.877
C 1.039 4.974 -0.622
C 1.761 4.581 0.624
C 2.697 3.323 0.467
C 2.438 2.305 1.594
C 1.046 1.596 1.716
N 0.367 1.996 2.960
N 1.217 0.141 1.864
N 0.110 1.915 0.649
C 4.149 3.871 0.726
C 5.270 3.245 -0.128
C 6.552 3.246 0.729
C 5.617 4.130 -1.339
N 5.021 1.843 -0.506
O 5.281 0.984 0.414
C 3.736 1.630 -1.208
C 4.035 1.646 -2.724
C 3.164 0.245 -0.946
C 2.702 2.758 -0.957
H -0.940 4.549 -0.112
H -0.545 4.731 -1.899
H 1.612 5.514 -1.364
H 0.992 4.304 1.339
H 2.297 5.411 1.073
H 3.191 1.526 1.623
H 2.568 2.860 2.516
H 0.382 3.002 3.066
H 0.856 1.540 3.722
H 1.195 -0.313 0.960
H 0.439 -0.223 2.403
H -0.825 1.903 1.032
H 0.184 1.303 -0.150
H 4.420 3.739 1.768
H 4.195 4.937 0.539
H 6.870 4.276 0.884
H 7.312 2.655 0.239
H 6.364 2.840 1.711
H 6.279 3.616 -2.026
H 6.184 4.962 -0.943
H 4.745 4.565 -1.816
H 4.963 1.127 -2.931
H 3.214 1.223 -3.292
H 4.159 2.658 -3.092
H 3.037 0.035 0.104
H 2.181 0.243 -1.410
H 3.754 -0.513 -1.443
H 2.953 3.560 -1.634
H 1.745 2.379 -1.288
O -2.168 0.281 -0.911
S -3.552 -0.057 -0.799
O -4.002 -1.390 -1.060
O -4.406 0.959 -1.674
C -4.056 1.113 -3.065
C -4.526 -0.054 -3.911
C -4.154 0.448 0.776
H -2.980 1.269 -3.162
H -4.547 2.028 -3.391
H -3.995 -0.969 -3.654
H -4.353 0.153 -4.967
H -5.590 -0.238 -3.753
H -3.840 1.472 0.961
H -3.722 -0.221 1.517
H -5.238 0.364 0.780
O -7.049 -6.628 -0.564
S -8.065 -5.689 -0.191
O -8.975 -5.166 -1.160
O -7.390 -4.485 0.595
C -6.301 -3.783 -0.044
C -6.775 -2.841 -1.130
C -8.990 -6.337 1.162
H -5.572 -4.498 -0.427
H -5.812 -3.217 0.747
H -7.202 -3.389 -1.971
H -5.941 -2.248 -1.500
H -7.551 -2.174 -0.752
H -8.302 -6.710 1.918
H -9.604 -7.149 0.779
H -9.622 -5.548 1.561
O -6.032 -10.368 1.194
S -7.427 -10.238 1.471
O -7.881 -9.471 2.592
O -8.070 -11.695 1.547
C -7.470 -12.647 2.446
C -7.830 -12.381 3.895
C -8.276 -9.690 0.033
H -6.389 -12.665 2.301
H -7.855 -13.619 2.143
H -7.393 -11.447 4.246
H -7.461 -13.187 4.529
H -8.911 -12.301 4.013
H -7.963 -10.288 -0.818
H -8.007 -8.647 -0.121
H -9.346 -9.783 0.201
O 9.272 5.303 0.575
S 9.061 6.657 0.170
O 8.333 6.973 -1.019
O 10.461 7.414 0.142
C 11.518 6.844 -0.656
C 11.321 7.092 -2.138
C 8.358 7.551 1.515
H 11.614 5.779 -0.439
H 12.433 7.328 -0.319
H 10.450 6.557 -2.517
H 12.195 6.755 -2.696
H 11.161 8.152 -2.332
H 8.927 7.337 2.415
H 7.330 7.211 1.625
H 8.380 8.611 1.280
```

Output
⟨S²⟩ ... 0.754
Gap between HOMO and LUMO (spin up / spin down) ... 8.397 / 8.925 eV
Multiplicity ... 2
LUMO energy (spin up / spin down) ... 0.5 / 0.5 eV
HOMO (spin up / spin down) ... -7.9 / -8.5 eV
Net charge ... 0

=====

# 3
Computed, not measured: a 2-piece molecular cluster, C9H14 overall, with ωB97M-V/def2-TZVPD.

```
23
Properties=species:S:1:pos:R:3
C 2.417 0.308 1.562
C 0.928 0.217 1.230
C 0.240 -0.976 1.499
C -1.110 -0.989 1.631
C -1.865 0.145 1.132
C -1.115 1.329 0.857
C 0.225 1.389 0.826
H 2.651 0.739 2.562
H 3.021 0.949 0.994
H 2.896 -0.708 1.484
H 0.723 -1.954 1.734
H -1.611 -1.809 2.190
H -2.919 0.124 1.301
H -1.655 2.320 0.716
H 0.680 2.309 0.570
C 0.405 -1.000 -3.267
C -0.654 -0.158 -3.902
H 1.236 -0.515 -2.746
H -0.153 -1.530 -2.438
H 0.962 -1.779 -3.774
H -1.381 -0.858 -4.142
H -0.360 0.454 -4.600
H -0.916 0.660 -3.261
```

Output
Gap between HOMO and LUMO ... 9.721 eV
LUMO energy ... 1.0 eV
HOMO ... -8.7 eV
Net charge ... 0
Relative energy (zero: lowest compared OMol25 entry of this formula, charge and spin) ... 45.7 kcal per mole